Entry 1:
ORCA calculation (ωB97M-V/def2-TZVPD) on C23H24BBr4CdF2N6O2S2 as an isolated structure.

ORCA input file:
```
! wB97M-V def2-TZVPD RIJCOSX def2/J DEFGRID3
* xyz -1 1
C -6.59 4.25 2.91
C -2.07 3.42 3.55
S 2.34 0.27 2.32
C -1.69 -2.61 0.53
Br -2.00 -4.09 -3.34
C 1.38 -1.03 2.72
N -0.73 1.65 1.90
Br -2.32 -3.37 3.15
C -5.50 4.02 3.74
C -4.38 5.79 2.60
S -2.93 4.58 4.62
C 2.94 -1.09 -3.76
B -1.39 1.62 -1.29
H -3.51 6.43 2.46
C -4.37 4.81 3.58
H 2.16 1.97 -1.59
C 1.76 -1.13 -2.76
H 2.60 -0.91 -4.78
H 1.68 -2.09 -2.26
C -2.28 -3.64 1.26
H -5.57 6.71 1.06
C -1.71 1.23 2.69
C 3.24 -0.35 -1.04
C -2.41 2.08 3.54
C 3.18 1.25 -3.40
H 1.06 1.41 -2.85
N 3.88 -0.03 -3.40
C -5.52 5.95 1.83
Br -3.47 -6.47 -1.53
C -0.41 2.94 1.92
F -2.36 1.55 -2.22
H -5.53 3.24 4.50
H -0.77 4.91 2.70
O -1.24 -1.53 1.11
O -0.91 -1.92 -1.61
H 4.96 -1.23 -2.09
Cd -0.41 -0.09 -0.41
N 0.57 -1.02 3.80
H 0.41 3.24 1.27
H -3.20 1.70 4.18
H 2.81 1.43 -4.41
Br -3.65 -6.11 1.77
H 3.90 2.03 -3.16
H 0.43 -0.13 4.23
N -6.61 5.20 1.98
C 2.02 1.22 -2.37
N 1.48 -2.20 2.06
C -2.11 -3.94 -1.45
C -2.82 -4.79 0.68
H 3.36 0.39 -0.25
H -7.49 3.66 3.00
H 0.81 -0.94 -3.25
C -2.75 -4.93 -0.69
C -1.54 -2.79 -0.90
F -1.15 2.93 -1.01
H 3.19 -1.33 -0.57
H 3.49 -2.04 -3.75
H -0.19 -1.69 3.83
H 1.94 -2.16 1.17
N 1.96 -0.10 -1.72
C -1.05 3.87 2.72
H -1.95 0.17 2.63
H 0.69 -2.84 2.10
C 4.41 -0.29 -2.06
H 5.11 0.51 -1.81
*
```

- ΔE to the lowest compared entry with this formula, charge and spin: 0.0000 eV
- Calculated total energy: -349798.008 eV
- Orbital gap: 6.13 eV



Entry 2:
ORCA calculation (ωB97M-V/def2-TZVPD) on a 2-piece molecular cluster, C20H26N6O3S overall.

ORCA input file:
```
! wB97M-V def2-TZVPD RIJCOSX def2/J DEFGRID3
* xyz 0 1
C -0.74 4.66 5.54
C -3.04 -0.74 -0.89
O 1.67 -0.77 -4.28
H 3.52 -2.44 0.15
H -3.44 4.69 7.36
C 3.35 -0.29 -1.98
H 1.20 -4.28 -2.51
H 0.18 4.81 3.48
H 0.02 5.05 6.21
N -0.79 0.25 -0.57
H 4.17 -0.23 0.04
N -1.12 3.03 1.54
H -0.17 3.34 1.70
H 3.88 -0.09 -2.92
O -2.67 3.76 4.79
H -2.72 3.07 7.56
C -2.51 4.11 7.29
O 4.73 -4.36 -2.45
H 4.39 -4.01 -4.83
H 0.25 -3.21 -1.47
H 3.75 -2.38 -4.64
H -1.79 4.52 8.00
C 1.52 -1.54 -3.35
C -1.97 4.18 5.90
H -0.01 -2.44 -4.25
C 0.35 -3.59 -2.49
C 4.36 -0.74 -0.91
H -4.92 0.36 -0.67
H 2.79 0.59 -1.67
C -2.09 0.23 -0.36
H -0.55 -4.14 -2.76
H 1.78 -1.49 -1.26
N 0.57 -2.49 -3.43
H -4.52 -3.66 -2.30
C 3.65 -3.41 -4.30
C -0.66 4.53 4.11
H -2.56 4.56 1.78
H 5.07 -2.77 -0.66
H -3.09 2.97 2.34
C -1.85 3.98 3.71
C 4.12 -2.25 -0.75
H -6.16 -1.74 -1.71
C -5.08 -1.70 -1.55
S -2.55 -2.31 -1.47
C -1.25 1.92 0.73
H -3.32 1.50 0.80
N -2.41 1.27 0.45
C 2.45 -1.51 -2.12
C -4.22 -2.71 -1.86
N 3.36 -2.64 -1.92
H 5.37 -0.55 -1.25
N -0.27 1.32 0.12
C 3.94 -3.49 -2.81
C -2.23 3.65 2.29
C -4.40 -0.55 -0.98
H 2.66 -3.80 -4.52
*
```

- ΔE to the lowest compared entry with this formula, charge and spin: 2.2560 eV
- Calculated total energy: -47079.503 eV
- Orbital gap: 8.40 eV
- Structure (SMILES): Cc1ccc(CNc2nnc(-c3cccs3)[nH]2)o1.CNC(=O)[C@@H]1CCCN1C(C)=O



Entry 3:
ORCA calculation (ωB97M-V/def2-TZVPD) on C26H22N4O3SbSe4Ta as an isolated structure.

ORCA input file:
```
! wB97M-V def2-TZVPD RIJCOSX def2/J DEFGRID3
* xyz 0 1
H -0.05 3.88 0.22
N -0.42 0.16 2.68
C -1.22 4.74 1.75
H -0.93 -3.64 0.33
N 1.31 -0.70 1.10
H -0.74 -1.91 -5.41
C -0.20 0.14 -2.19
C 2.64 -0.71 0.59
Sb -2.70 1.03 -0.23
H -2.41 1.95 -6.45
O -1.16 0.59 -5.64
H 2.12 -0.32 -1.45
C 1.00 -1.56 2.16
O 0.09 0.85 -1.06
H 5.83 -1.02 1.70
H -1.09 2.67 -5.51
C 0.16 -3.10 4.36
H -0.40 1.87 -3.38
Se -4.94 3.49 -0.26
C 3.72 -0.91 1.46
H -2.46 1.90 -4.67
Se -4.83 1.67 1.15
C -0.44 0.79 -3.36
C 5.30 -0.61 -0.34
H -0.44 -3.07 -3.25
N -0.49 2.45 1.70
H -0.06 -3.92 -1.20
C 2.92 -0.46 -0.75
C -1.15 2.23 2.92
H 4.42 -0.21 -2.25
C -1.90 3.28 3.55
Se -3.78 -0.53 -1.73
H 1.46 -4.62 3.56
C -0.69 -1.91 -0.85
H -1.82 -3.65 -1.21
C -0.88 -3.38 -0.73
H 2.22 -3.26 1.65
H -2.49 5.30 3.44
C 4.24 -0.41 -1.20
C 1.07 -3.61 3.44
C -0.35 -1.82 4.18
C 5.02 -0.86 1.00
C -0.43 -1.99 -3.29
H -1.25 5.71 1.28
H 6.32 -0.57 -0.69
C 1.50 -2.86 2.36
C -1.93 4.50 2.98
C 0.04 -1.09 3.08
H 3.52 -1.07 2.52
C -0.74 0.04 -4.50
C -0.56 3.74 1.16
C -0.61 -1.36 -4.49
O -1.00 -1.24 0.16
H -0.16 -3.70 5.20
Se -2.99 3.21 -1.53
C -1.82 1.87 -5.55
H -2.43 3.05 4.46
H -1.06 -1.40 4.88
N -1.12 1.04 3.48
C -0.33 -1.27 -2.09
Ta -0.41 0.58 0.74
*
```

- ΔE to the lowest compared entry with this formula, charge and spin: 3.0331 eV
- Calculated total energy: -308897.060 eV
- Orbital gap: 5.35 eV



Entry 4:
ORCA calculation (ωB97M-V/def2-TZVPD) on C51H33BrN12O4Yb as an isolated structure.

ORCA input file:
```
! wB97M-V def2-TZVPD RIJCOSX def2/J DEFGRID3
* xyz 1 2
C 3.03 -4.18 -4.34
H 1.96 1.29 -2.41
H -4.66 4.69 -0.83
C 0.20 3.94 3.74
H -6.18 -4.65 -2.07
H -1.61 -5.22 5.73
C -1.38 -4.85 4.74
C -0.85 4.36 4.55
H -3.95 -2.23 -3.39
H 1.01 4.60 3.47
N 3.55 -0.86 -1.36
H 0.35 -5.40 -2.63
H 6.39 0.02 -1.23
C -2.24 2.37 -0.08
C -0.94 -5.75 3.78
Br -1.66 -0.63 -2.19
C -0.20 4.91 -1.92
C -1.50 -3.50 4.46
C 3.35 -3.07 -3.57
C 6.10 0.72 -0.48
H 1.94 4.89 -1.99
C -1.12 3.04 -0.71
H 2.66 1.33 -4.75
C -1.33 4.25 -1.42
C -0.86 1.76 3.67
C 2.58 -1.74 -1.48
H -2.93 -0.37 1.53
C 7.02 1.55 0.15
N 2.52 0.55 0.29
H 8.06 1.49 -0.12
N -1.19 -0.64 3.29
C -4.32 1.24 1.28
C 1.15 3.18 -0.97
C -3.86 -2.50 -2.35
C 5.31 2.55 1.55
H -0.30 5.83 -2.48
H -1.82 -2.79 5.21
H 3.33 -0.01 -3.80
C 1.05 4.39 -1.66
H 3.62 -4.40 -5.22
C -2.93 -1.93 -1.52
C -2.65 4.77 -1.51
C -0.95 -1.76 2.63
C 3.57 0.09 -0.44
C -0.34 -3.18 1.05
C -4.52 -3.79 -0.43
C -4.54 2.45 0.67
C -3.08 0.62 1.12
N 2.22 2.24 1.96
H 2.12 2.77 -0.75
H -5.09 0.76 1.86
O -5.65 -4.00 -2.55
H 7.39 3.05 1.62
C -0.73 -3.99 2.20
H -5.11 -4.56 0.03
N 0.10 2.49 -0.54
C 1.03 1.87 2.39
H 0.96 -0.95 -3.62
C 2.56 -2.81 -2.47
C 1.18 -4.76 -2.89
C -1.14 -3.08 3.19
O -2.29 6.06 -3.36
C 0.90 -3.07 -0.91
H 2.54 -0.33 -5.34
N 0.10 -3.70 -0.08
C 2.51 0.30 -4.45
H 4.17 -2.42 -3.82
H -0.87 5.38 4.90
C -3.57 -3.10 0.29
C 0.18 2.64 3.28
O -3.89 6.60 -2.03
C -3.49 3.04 -0.06
N -2.78 -2.18 -0.24
N 0.49 0.64 2.19
C 2.96 1.53 1.13
H -2.66 1.49 4.78
H -0.82 -6.79 4.05
N 1.51 -1.87 -0.65
C -1.89 2.18 4.49
H -5.49 2.96 0.73
C -0.59 0.50 3.01
C 1.19 0.12 -3.73
H 1.73 -5.85 -4.64
H -3.42 -3.30 1.35
C -1.88 3.50 4.91
N -0.48 -1.86 1.35
H 0.37 0.59 -4.30
C 1.48 -3.65 -2.12
N -2.06 1.16 0.47
N -2.96 5.91 -2.36
C 4.38 1.73 0.93
C 6.63 2.44 1.15
O 1.20 0.69 -2.41
C 1.96 -5.00 -4.01
C -3.68 4.23 -0.80
H 5.01 3.22 2.33
C -0.62 -5.34 2.49
H -2.69 3.86 5.53
H -0.27 -6.04 1.75
C -4.71 -3.46 -1.78
Yb 0.31 -0.07 0.07
C 4.77 0.82 -0.08
*
```

- ΔE to the lowest compared entry with this formula, charge and spin: 0.2259 eV
- Calculated total energy: -181064.942 eV
- Orbital gap (alpha / beta): 4.91 / 4.96 eV